1.
Computed, not measured: a 3-piece molecular cluster, C20H32BrF6N4O5 overall, with ωB97M-V/def2-TZVPD.

**E_LUMO**: -2.75 eV
**E_HOMO**: -12.7 eV
**Total charge**: +1
**Kohn-Sham gap**: 9.932 eV
**Spin multiplicity**: 1
**Molar mass**: 602.39 g/mol

Structure (XYZ):
```
68
Properties=species:S:1:pos:R:3:lowdin_charge:R:1
H -3.5019 0.5112 -2.9567 0.117
C 0.9499 -1.0567 1.6071 -0.102
F -1.2846 -0.6967 9.4966 0.182
Br -0.3059 -3.3004 0.2968 0.775
C -4.2043 -1.0532 -1.6734 -0.163
C 0.9802 -1.0925 -0.9742 -0.140
H 0.0937 4.0180 -3.1279 0.100
C -1.8117 -0.5979 -2.2019 -0.080
H -1.8010 -1.0822 -3.1780 0.149
H 0.4975 -0.1649 2.0314 0.080
C -0.6941 0.3641 -2.1413 -0.202
H -2.0653 -1.3973 4.1160 0.095
C -1.4460 -1.7611 4.9294 -0.199
C 1.3062 1.2625 -1.7749 0.061
H 7.7689 1.8294 -3.7992 0.090
C -1.4542 -3.2735 4.9585 -0.046
C -1.2090 -1.1482 7.1828 -0.403
H -2.4645 -3.6442 5.1318 0.087
F 2.8957 3.0734 -5.7759 0.140
H 5.0680 0.9653 -2.6361 0.113
F 4.8757 3.2723 -6.6430 0.188
H 0.9103 -1.9049 -1.6884 0.109
H 6.9928 0.2752 -4.0923 0.082
H -2.2913 1.3825 2.7836 0.089
H -1.6910 -1.3863 -1.4676 0.081
H 0.8281 -1.8437 2.3387 0.056
H -4.5499 0.4388 0.3618 0.125
N 0.9018 3.4869 -2.8282 0.139
H -2.2356 1.7835 1.0418 0.079
N -4.1491 -0.4076 0.7363 0.076
N 0.5055 0.1349 -1.6210 0.010
C 5.7633 1.7031 -3.0378 -0.198
H -0.8178 -3.6565 5.7557 0.082
C 0.2109 -1.4238 0.3171 -0.717
H 1.5500 3.4516 -3.6065 0.090
C -4.0704 -1.5130 -0.2272 -0.167
O -0.0655 -1.4889 7.2304 0.174
H 5.8771 2.4977 -2.3038 0.126
H 2.0021 -0.8658 1.4319 0.077
C -3.0334 -0.1425 1.4844 -0.538
H -3.9457 -1.9134 -2.2896 0.122
H 2.3228 1.3516 -1.4541 0.135
C -2.8040 1.3052 1.8356 0.020
C -1.9520 -0.5033 8.3681 -0.554
F -2.0646 0.8169 8.1594 0.164
H -4.8862 -2.2013 -0.0178 0.126
F 3.6074 1.6203 -7.2113 0.188
H -3.1634 0.8009 -1.2379 0.099
O 5.1785 2.3402 -4.1944 0.031
H -3.7588 1.8206 1.9103 0.088
C 4.5413 1.5493 -5.0412 -0.411
H -1.0942 -3.6669 4.0083 0.073
H -3.1640 -2.0867 -0.0682 0.084
N -0.6952 1.6186 -2.6310 0.216
H -0.7254 -0.8828 0.3075 0.036
F -3.1797 -1.0112 8.5032 0.171
H -1.4816 2.0579 -3.0797 0.180
H -5.2186 -0.7783 -1.9426 0.120
O -2.2782 -1.0105 1.8530 0.021
C 7.1016 1.0829 -3.3697 -0.051
H -0.4390 -1.3696 4.7857 0.120
C 3.9827 2.3919 -6.2041 -0.549
H 7.5609 0.6800 -2.4683 0.087
C 0.5382 2.2016 -2.4255 -0.288
H 2.0302 -0.9712 -0.7447 0.125
C -3.1955 0.0497 -2.0214 -0.173
O -2.0172 -1.2124 6.1353 0.035
O 4.3686 0.3713 -4.9417 0.169
```

2.
Computed, not measured: a 3-piece molecular cluster, C20H32BrN2O overall, with ωB97M-V/def2-TZVPD.

**E_LUMO**: -4.91 eV
**E_HOMO**: -11.0 eV
**Total charge**: +1
**Kohn-Sham gap**: 6.132 eV
**Spin multiplicity**: 1
**Molar mass**: 396.39 g/mol

Structure (XYZ):
```
56
Properties=species:S:1:pos:R:3:lowdin_charge:R:1
C -4.8459 -2.2135 -4.0584 -0.098
H 3.7526 1.5489 -0.6974 0.096
C -5.1176 -1.8640 -6.4207 -0.091
C -5.2037 -2.6929 -5.3113 -0.093
H 1.9260 -0.8060 -1.3395 0.105
C 4.0634 -1.1621 -1.4207 -0.178
N 5.2869 -1.8650 0.6653 0.001
C -1.1953 -0.7855 -0.7639 -0.252
C -4.3979 -0.9066 -3.9155 -0.113
C 2.8296 -0.3994 -0.8888 -0.229
H -0.2043 0.8237 1.8232 0.111
H -3.9546 0.9377 -4.9183 0.099
H -2.4106 2.2366 6.2617 0.105
O -1.8532 -0.6458 -2.0085 -0.066
H 2.7611 -0.5806 0.1820 0.073
H 1.3464 1.4800 4.3636 0.013
H 0.6953 -0.2677 0.8278 0.108
H -1.0351 2.1242 4.2156 0.087
H -1.7217 -1.4557 -2.5339 0.109
H -1.9615 0.7700 0.4576 0.124
H 6.2591 -1.8491 0.3814 0.071
H 5.0382 -0.9233 0.9475 0.052
C -4.6679 -0.5583 -6.2795 -0.093
H 4.8864 -0.4620 -1.5250 0.111
H -1.0443 1.3493 -0.9068 0.114
H -5.5522 -3.7114 -5.4225 0.102
H -0.2304 -1.2763 -0.8955 0.105
C 0.1477 0.6627 0.8104 -0.190
C -1.0680 0.5936 -0.1282 -0.129
H 3.5117 -2.6766 -0.0298 0.102
N 1.0676 1.8099 0.5071 -0.408
H 3.0557 1.2099 -2.2396 0.135
H 0.9810 1.1008 8.6089 0.107
H 2.3570 0.9667 6.5636 0.103
H -4.9196 -2.8593 -3.1919 0.099
H -1.7952 -1.4107 -0.0984 0.131
C 2.8882 1.0941 -1.1697 -0.220
C -0.7992 1.6754 7.5604 -0.080
C 0.5403 1.3207 7.6458 -0.081
H -5.4028 -2.2351 -7.3962 0.103
C -1.3665 1.9607 6.3269 -0.089
C 1.6189 1.8764 -0.8934 -0.171
H -4.1234 -0.5330 -2.9407 0.081
C 1.3140 1.2477 6.4968 -0.090
C 0.7469 1.5349 5.2634 -0.122
H -4.6007 0.0870 -7.1456 0.102
H 0.8585 1.5800 -1.6065 0.131
C -0.5917 1.8931 5.1782 -0.109
H 4.9007 -3.1171 -0.9825 0.112
Br 2.4227 1.8637 1.8457 0.995
H 1.8335 2.9247 -1.0735 0.136
H 3.7943 -1.6091 -2.3730 0.112
H 0.5391 2.6667 0.6716 0.138
C 4.4411 -2.2945 -0.4482 -0.281
H -1.4017 1.7301 8.4571 0.107
C -4.3064 -0.0802 -5.0277 -0.096
```

3.
Computed, not measured: C20H32ClErINOP2S as an isolated structure, with ωB97M-V/def2-TZVPD.

**<S²>**: 3.752
**E_LUMO (spin up / spin down)**: -6.43 / -6.41 eV
**E_HOMO (spin up / spin down)**: -14.4 / -14.4 eV
**Total charge**: +2
**Kohn-Sham gap (spin up / spin down)**: 8.000 / 8.024 eV
**Spin multiplicity**: 4
**Molar mass**: 726.11 g/mol

Structure (XYZ):
```
60
Properties=species:S:1:pos:R:3:lowdin_charge:R:1
P -2.1868 1.8011 1.4834 0.699
H -1.8861 3.3878 3.3224 0.069
H -7.3335 -2.2241 0.8294 0.110
H -2.7104 3.0816 -0.5138 0.025
H 1.5539 1.2001 1.7264 0.084
H 1.9033 -2.9630 -0.5365 0.026
H 0.8830 -4.1388 0.3334 0.054
H -1.3098 3.7696 0.3558 0.052
H 4.4047 -1.1243 -0.4964 0.119
I -3.9794 -1.7660 0.4306 0.691
C 0.0163 -2.4997 -2.9561 -0.260
S 1.9724 0.1907 -0.9828 1.061
C 2.9154 0.0426 0.5257 -0.416
H 0.1484 -3.4665 -3.4672 0.066
H -4.5280 1.1681 1.3591 0.001
H -1.2666 -4.9199 -2.0564 0.065
H 3.0318 1.0753 3.7610 0.118
C 3.5673 3.8797 -1.5606 -0.040
H -1.6856 -4.6728 -0.3260 0.054
H -0.3253 2.7073 2.7547 0.038
H 3.8022 4.7589 -0.9586 0.122
O -5.2099 -3.5755 2.6999 0.149
H -1.4057 1.7195 3.7756 0.053
Er -1.4004 -0.3649 -0.1669 0.417
H 5.1610 -0.2067 3.6604 0.124
H -7.6694 -3.8581 1.5084 0.125
H -2.6017 -3.8086 -1.5751 0.008
Cl -2.3636 0.5453 -2.2000 -0.062
H 2.8129 0.6939 -3.6683 0.113
H 0.3703 1.6761 -0.6898 0.027
C -2.3115 3.3345 0.4778 -0.262
H 1.3552 -4.4593 -1.3685 0.070
H 0.9480 -1.9158 -3.0056 0.032
H -0.7851 -1.9183 -3.4300 0.033
C -1.6085 -4.1893 -1.3085 -0.290
C 1.0783 -3.6808 -0.6416 -0.255
C 3.8696 3.8660 -2.9233 -0.038
C -1.3750 2.4746 2.9796 -0.264
C 2.4933 0.6494 1.7034 -0.097
C 3.3114 0.5680 2.8384 -0.045
C -6.9370 -3.2398 0.9625 -0.040
H 3.8663 2.7198 -4.7554 0.123
C 3.6065 2.7297 -3.6965 -0.043
H -3.8715 0.9510 2.9957 0.051
H -2.9703 4.0597 0.9815 0.065
N 0.5104 0.6831 -0.4568 -0.501
H 4.3214 4.7413 -3.3950 0.125
C 4.1175 -0.6789 0.4571 -0.071
C 2.9621 2.7675 -0.9649 -0.068
C -5.6493 -3.1526 1.6808 -0.474
H -4.2851 2.6036 2.4241 0.064
P -0.4266 -2.7989 -1.1959 0.694
H 2.7317 2.7706 0.0964 0.109
C 4.5133 -0.1425 2.7817 -0.044
C -3.8902 1.6205 2.1273 -0.300
C 2.6993 1.6412 -1.7388 -0.388
C 4.9157 -0.7608 1.5960 -0.047
H -6.7540 -3.6694 -0.0316 0.108
C 3.0153 1.6078 -3.1098 -0.060
H 5.8679 -1.2908 1.5484 0.123
```